Run w
Molecular formula: C5H12OSi
Method: DFT, wB97M-V/def2-TZVPD

Computed properties:
* HOMO level (alpha / beta): -0.289 / -0.237 hartree
* frontier orbital gap (alpha / beta): 8.0 / 6.2 eV
* charge: 0

Each line ends with the Löwdin charge.
Element x y z (Å)
C  -1.04250  1.22252  2.51386  0.046
C  0.12557  0.94698  1.81106  -0.436
C  0.78672  -0.24497  2.47936  -0.132
C  0.27754  -1.89976  -3.27277  -0.189
C  0.91621  1.60247  0.79004  0.051
O  -0.46942  -0.73921  -3.19413  -0.510
Si  -1.16795  0.19943  -2.07547  0.634
H  -1.62578  2.02518  2.18438  0.028
H  -1.29796  0.73414  3.44927  0.062
H  1.00712  -1.14582  1.73620  0.113
H  1.77013  -0.01784  3.10488  0.119
H  0.16319  -0.72751  3.10861  -0.005
H  -0.16345  -2.67659  -2.55257  0.097
H  1.27623  -1.44072  -3.03570  0.091
H  0.30300  -2.34904  -4.37636  0.117
H  0.39700  2.33628  0.23006  0.020
H  1.96873  1.42727  0.93103  0.053
H  -1.75406  -0.56016  -0.84322  -0.071
H  -1.47030  1.30737  -2.98853  -0.086

Run x
Molecular formula: C5H12OSi
Method: DFT, wB97M-V/def2-TZVPD

Computed properties:
* HOMO level (alpha / beta): -0.282 / -0.256 hartree
* frontier orbital gap (alpha / beta): 7.8 / 7.4 eV
* charge: 0

Each line ends with the Löwdin charge.
Element x y z (Å)
C  0.15820  -0.97601  2.88353  -0.078
C  0.50978  -0.12517  2.00705  -0.216
C  0.97294  1.25432  1.93236  -0.165
C  1.48071  -0.92929  -2.23664  -0.112
C  -2.23918  0.89535  -1.46522  -0.243
O  0.21007  -0.31294  -2.15958  -0.356
Si  -0.83987  -0.26364  -0.95303  0.620
H  -0.52880  -1.76436  2.65258  0.035
H  0.55768  -1.09212  3.94060  0.083
H  1.41291  1.54114  2.95428  0.107
H  0.17852  1.83790  1.46413  0.066
H  1.80149  1.49660  1.35387  0.031
H  1.16973  -1.95325  -2.47896  0.102
H  2.04918  -0.86976  -1.40031  0.045
H  1.92422  -0.44319  -3.02614  0.062
H  -3.00199  0.89702  -0.68875  0.019
H  -1.91366  1.91567  -1.52905  0.004
H  -2.40994  0.53808  -2.50499  0.038
H  -1.49197  -1.64632  -0.74574  -0.040

Run y
Molecular formula: C5H12OSi
Method: DFT, wB97M-V/def2-TZVPD

Computed properties:
* HOMO level: -0.329 hartree
* frontier orbital gap: 9.5 eV
* charge: 0

Each line ends with the Löwdin charge.
Element x y z (Å)
C  2.87328  -0.09101  0.68706  -0.124
C  0.82005  -0.12163  1.27689  -0.135
C  -0.29824  1.72154  -0.81276  -0.209
C  -2.37708  -0.00308  0.43086  -0.179
C  -0.08959  -1.58541  -1.11229  -0.187
O  3.69106  -0.37487  -0.16625  -0.006
Si  -0.48314  0.03204  -0.08013  0.506
H  3.29059  0.56229  1.59743  0.103
H  0.74533  -1.07685  1.75370  0.016
H  0.85454  0.75627  1.84730  -0.003
H  0.28157  1.65289  -1.75856  0.039
H  -1.22888  2.39200  -0.74906  0.066
H  0.48628  2.14905  -0.22608  -0.005
H  -2.87669  0.64480  1.17520  0.039
H  -2.92259  -0.01786  -0.51488  0.028
H  -2.45716  -0.98768  0.72296  -0.036
H  1.00195  -1.88615  -1.07885  0.041
H  -0.91938  -2.32136  -0.83718  0.040
H  -0.39187  -1.44496  -2.15537  0.007

Top of the stability list: run y, leading by 1.482 eV.

Run w
Molecular formula: C5H7N3O2
Method: DFT, wB97M-V/def2-TZVPD

Computed properties:
* HOMO level: -0.332 hartree
* frontier orbital gap: 9.6 eV
* charge: 0

Each line ends with the Löwdin charge.
Element x y z (Å)
O  1.26592  0.04582  1.81982  -0.002
C  0.16031  -0.39366  1.06611  -0.271
C  -1.07702  0.34446  1.55727  -0.469
N  -2.31800  0.19899  1.14933  0.100
C  0.38742  -0.24315  -0.40839  -0.208
C  0.01510  0.72007  -1.31781  -0.092
N  0.58152  0.46490  -2.54065  0.053
C  1.29323  -0.63120  -2.37984  -0.198
N  1.23334  -1.07429  -1.10367  0.099
H  1.29699  1.01102  1.75180  0.104
H  -0.00882  -1.45794  1.29337  0.156
H  -0.61912  1.58633  -1.14306  0.116
H  1.88687  -1.13090  -3.14143  0.120
H  1.71883  -1.88140  -0.73210  0.164
O  -0.95370  1.60671  1.80823  -0.045
H  -2.54814  -0.75208  0.88072  0.081
H  -2.31475  1.58631  1.44031  0.292

Run x
Molecular formula: C5H7N3O2
Method: DFT, wB97M-V/def2-TZVPD

Computed properties:
* HOMO level: -0.324 hartree
* frontier orbital gap: 9.3 eV
* charge: 0
* SMILES: N#CCc1c[nH]c(O)n1.O

Each line ends with the Löwdin charge.
Element x y z (Å)
O  3.91431  0.64584  -0.44515  0.106
C  2.63028  0.32456  -0.45229  -0.483
N  1.60318  1.14833  -0.45708  0.152
C  0.48576  0.32900  -0.46641  -0.309
C  -0.89382  0.92359  -0.43588  -0.118
C  -1.95769  -0.08539  -0.39789  -0.209
N  -2.80536  -0.86792  -0.51983  0.158
C  0.86260  -0.98204  -0.51055  -0.047
N  2.24653  -0.96747  -0.47278  0.121
H  3.99615  1.62847  -0.48327  0.144
H  -1.01235  1.57503  0.44406  0.126
H  -1.05797  1.55929  -1.32021  0.131
H  0.29125  -1.90317  -0.49207  0.121
H  2.86372  -1.76829  -0.45451  0.165
O  -3.85595  -0.69738  2.46388  -0.098
H  -3.24834  0.06513  2.47084  0.026
H  -4.06230  -0.92760  1.52913  0.013

Top of the stability list: run x, leading by 2.221 eV.

Run w
Molecular formula: C3H4NO
Method: DFT, wB97M-V/def2-TZVPD

Computed properties:
* HOMO level: -0.602 hartree
* frontier orbital gap: 12.0 eV
* charge: +1

Each line ends with the Löwdin charge.
Element x y z (Å)
C  2.40774  0.05414  0.11010  0.080
C  -1.77244  1.15531  -0.18959  0.323
C  -0.23430  -0.86034  0.19641  -0.030
N  -1.05367  0.29958  0.05361  0.078
O  3.32940  0.57917  -0.23391  0.181
H  -0.87560  -1.41056  0.86257  0.114
H  -2.41631  1.96609  -0.44781  0.137
H  0.88361  -0.45248  0.41285  0.007
H  -0.26843  -1.33091  -0.76423  0.111

Run x
Molecular formula: C3H4NO
Method: DFT, wB97M-V/def2-TZVPD

Computed properties:
* HOMO level: -0.630 hartree
* frontier orbital gap: 11.3 eV
* charge: +1

Each line ends with the Löwdin charge.
Element x y z (Å)
C  -2.46777  0.42853  0.10495  0.027
C  0.93343  -1.67952  0.03567  0.354
C  0.67716  0.80120  -0.12656  -0.037
N  1.00802  -0.51285  -0.01685  0.067
O  -3.52251  0.21482  -0.12470  0.136
H  1.09908  1.27322  0.74880  0.129
H  1.34157  -2.60121  0.40272  0.143
H  -0.46209  0.93497  -0.15743  0.051
H  1.39311  1.14085  -0.86660  0.130

Run y
Molecular formula: C3H4NO
Method: DFT, wB97M-V/def2-TZVPD

Computed properties:
* HOMO level: -0.653 hartree
* frontier orbital gap: 10.2 eV
* charge: +1

Each line ends with the Löwdin charge.
Element x y z (Å)
C  -1.69519  -0.57185  0.03401  -0.250
C  1.08053  -0.10655  -0.12805  0.029
C  0.09592  0.83413  0.28211  0.027
N  -2.30206  -1.49221  -0.24841  0.299
O  -1.18995  0.58693  0.38084  0.164
H  0.81354  -1.12714  0.36568  0.181
H  0.73602  -0.40245  -1.25985  0.220
H  2.02692  0.35763  -0.09160  0.095
H  0.43428  1.92152  0.66528  0.236

Run z
Molecular formula: C3H4NO
Method: DFT, wB97M-V/def2-TZVPD

Computed properties:
* HOMO level: -0.574 hartree
* frontier orbital gap: 7.5 eV
* charge: +1
* SMILES: C=CC=[N+]=O

Each line ends with the Löwdin charge.
Element x y z (Å)
C  -0.01640  -0.89520  0.01919  0.137
C  -1.69660  0.89195  0.18474  0.024
C  -0.49091  0.23472  0.43370  -0.133
N  -2.67484  0.33638  -0.37113  0.125
O  -3.54372  -0.44638  -0.54685  0.328
H  -0.37870  -1.17110  -0.98090  0.114
H  0.73576  -1.39002  0.57252  0.096
H  -1.38080  1.89232  0.11096  0.176
H  0.24266  0.62198  1.09987  0.135

Top of the stability list: run x, leading by 0.060 eV.